Record 1
DFT (wB97M-V/def2-TZVPD) results for the ion C4H11N2 with charge +1.

```
! wB97M-V def2-TZVPD RIJCOSX def2/J DEFGRID3
* xyz 1 1
C 1.592 1.212 -0.915
C 1.727 0.463 0.432
C 0.628 -0.593 0.594
N -0.721 0.007 0.375
C -1.718 -0.867 0.223
N -2.842 -0.709 -0.407
H 0.799 1.947 -0.789
H 2.527 1.718 -1.108
H 1.248 0.509 -1.667
H 1.662 1.173 1.259
H 2.637 -0.124 0.491
H 0.631 -1.085 1.573
H 0.791 -1.352 -0.180
H -0.885 0.859 0.900
H -1.513 -1.849 0.635
H -3.304 -1.505 -0.824
H -3.258 0.195 -0.592
*
```

As for the energy above the lowest of the compared OMol25 structures with the same formula, charge and spin: 125.25 kJ/mol. The calculation puts the LUMO energy at -0.1680 hartree. Its SMILES is CCC/[NH+]=C/N. The calculation puts the highest occupied orbital energy at -15.10 eV.



Record 2
DFT (wB97M-V/def2-TZVPD) results for a structure of composition C18H28NTm.

```
! wB97M-V def2-TZVPD RIJCOSX def2/J DEFGRID3
* xyz 2 3
C -2.495 0.135 0.500
H -3.248 0.379 1.253
H -2.685 0.725 -0.413
H -1.364 0.872 1.201
C -2.499 -1.390 0.271
H -1.732 -1.705 -0.499
H -2.236 -1.917 1.205
C -3.865 -1.942 -0.237
H -3.792 -3.029 -0.379
H -4.661 -1.740 0.491
H -4.153 -1.508 -1.205
C 1.751 0.570 -1.058
C 1.088 -0.399 -1.874
C -0.126 0.187 -2.351
C -0.230 1.507 -1.794
C 0.928 1.738 -0.989
C 1.261 2.989 -0.262
C -1.301 2.493 -2.091
C -1.051 -0.420 -3.342
C 1.629 -1.734 -2.234
C 3.073 0.388 -0.405
Tm -0.386 -0.157 0.178
H -1.344 3.273 -1.320
H -1.146 3.003 -3.058
H -2.288 2.012 -2.142
H 0.358 3.571 -0.053
H 1.743 2.758 0.696
H 1.951 3.640 -0.825
H 3.336 -0.676 -0.349
H 3.871 0.900 -0.968
H 3.080 0.784 0.621
H 0.834 -2.409 -2.565
H 2.365 -1.655 -3.048
H 2.135 -2.200 -1.379
H -2.105 -0.248 -3.075
H -0.895 0.001 -4.351
H -0.893 -1.504 -3.411
C 1.932 -0.961 4.578
C 1.136 -1.897 3.912
C 0.517 -1.543 2.716
N 0.658 -0.278 2.213
C 1.388 0.664 2.877
C 2.071 0.333 4.050
H 2.437 -1.228 5.503
H 0.992 -2.904 4.302
H -0.116 -2.233 2.135
H 1.386 1.672 2.452
H 2.692 1.086 4.520
*
```

The calculation puts the LUMO energy (alpha / beta) at -0.3135 / -0.3133 hartree. The calculation puts the highest occupied orbital energy (alpha / beta) at -14.52 / -14.54 eV.



Record 3
DFT (wB97M-V/def2-TZVPD) results for a cluster of 2 separate species, C4H10N in total.

```
! wB97M-V def2-TZVPD RIJCOSX def2/J DEFGRID3
* xyz 1 1
C -0.003 0.695 2.301
C 0.474 -0.726 2.032
C 0.305 -0.999 0.551
C -0.082 -0.057 -0.330
N -0.458 0.835 -4.079
H 0.409 0.999 1.275
H -1.067 0.547 2.114
H 0.430 1.241 3.131
H 1.369 -0.931 2.430
H -0.241 -1.442 2.558
H 0.603 -2.055 0.262
H -1.127 -0.117 -0.716
H -0.824 0.763 -3.116
H -0.197 -0.075 -4.478
H 0.408 1.321 -3.935
*
```

As for the energy above the lowest of the compared OMol25 structures with the same formula, charge and spin: 642.41 kJ/mol. The calculation puts the LUMO energy at -0.2903 hartree. The calculation puts the highest occupied orbital energy at -13.17 eV.



Record 4
DFT (wB97M-V/def2-TZVPD) results for a structure of composition C34H47CsN4O8P2S2Si.

```
! wB97M-V def2-TZVPD RIJCOSX def2/J DEFGRID3
* xyz -2 1
Cs 0.082 -0.520 1.844
N -3.654 -2.535 4.780
C -3.350 -1.423 3.784
C -4.612 -0.573 3.656
P -3.083 -2.433 2.243
O -2.945 -1.304 1.076
O -1.793 -3.157 2.345
O -4.393 -3.149 2.100
P -2.070 -0.487 4.807
O -2.075 0.924 4.076
O -2.823 -0.456 6.118
O -0.756 -1.182 4.745
H -4.479 -3.052 4.473
H -3.700 -2.033 5.695
H -2.846 -3.164 4.786
H -5.438 -1.165 3.254
H -4.405 0.256 2.980
H -4.882 -0.143 4.623
H -3.820 -1.031 0.780
H -1.181 1.386 3.960
N 2.987 0.579 2.835
C 3.102 1.756 3.691
C 2.340 2.918 3.074
C 0.874 2.543 2.803
O 0.235 2.116 3.801
O 0.449 2.660 1.633
H 3.522 -0.205 3.182
H 3.272 0.759 1.877
H 4.143 2.065 3.873
H 2.647 1.513 4.653
H 2.810 3.226 2.136
H 2.359 3.771 3.758
S -0.476 -6.557 0.138
C -0.401 -8.236 -0.204
C 0.665 -8.537 -0.997
C 1.424 -7.391 -1.347
C 0.934 -6.225 -0.806
C 1.448 -4.874 -0.965
C 1.109 -3.834 -0.074
N 1.539 -2.599 -0.158
C 2.364 -2.255 -1.199
C 2.777 -3.241 -2.148
C 3.632 -2.842 -3.237
C 4.023 -1.563 -3.383
C 3.601 -0.539 -2.458
C 3.956 0.785 -2.617
C 3.497 1.760 -1.704
C 2.672 1.286 -0.658
N 2.332 0.037 -0.463
C 2.774 -0.915 -1.355
C 3.829 3.159 -1.800
C 3.432 4.214 -1.002
C 3.967 5.460 -1.409
C 4.769 5.374 -2.507
S 4.871 3.747 -3.064
C 2.312 -4.535 -2.013
H -1.135 -8.909 0.209
H 0.902 -9.542 -1.320
H 2.317 -7.424 -1.955
H 0.441 -4.040 0.763
H 3.944 -3.601 -3.947
H 4.658 -1.271 -4.213
H 4.582 1.063 -3.459
H 2.250 1.992 0.058
H 2.763 4.097 -0.162
H 3.758 6.391 -0.900
H 5.294 6.164 -3.019
H 2.598 -5.277 -2.751
C 0.071 3.279 -1.725
Si -1.120 1.924 -1.191
C -2.721 2.777 -0.538
C -2.302 3.981 0.313
C -3.602 3.278 -1.689
C -3.540 1.829 0.341
C -1.373 0.731 -2.683
C -2.544 -0.227 -2.458
C -0.087 -0.099 -2.804
C -1.579 1.502 -3.992
H -0.421 4.008 -2.380
H 0.933 2.870 -2.255
H 0.439 3.802 -0.841
H -1.799 4.742 -0.291
H -1.625 3.685 1.117
H -3.197 4.441 0.753
H -3.053 3.947 -2.359
H -4.452 3.843 -1.282
H -4.008 2.459 -2.287
H -2.963 1.470 1.196
H -3.889 0.962 -0.225
H -4.425 2.352 0.729
H -2.427 -0.790 -1.528
H -2.595 -0.953 -3.279
H -3.503 0.297 -2.421
H 0.077 -0.718 -1.920
H 0.802 0.526 -2.931
H -0.152 -0.765 -3.675
H -2.494 2.097 -3.985
H -1.648 0.795 -4.830
H -0.741 2.173 -4.197
*
```

As for the energy above the lowest of the compared OMol25 structures with the same formula, charge and spin: 14.26 kJ/mol. The calculation puts the LUMO energy (alpha / beta) at 0.1364 / 0.1366 hartree. The calculation puts the highest occupied orbital energy (alpha / beta) at -2.16 / 0.01 eV.



Record 5
DFT (wB97M-V/def2-TZVPD) results for a cluster of 3 separate species, C3H12O2S2 in total.

```
! wB97M-V def2-TZVPD RIJCOSX def2/J DEFGRID3
* xyz 0 1
C 1.841 0.113 0.530
C 0.569 0.277 -0.316
C -0.467 -0.773 0.073
S -2.057 -0.199 -0.573
S -3.444 -1.668 -0.288
H 2.255 -0.867 0.346
H 2.619 0.824 0.259
H 1.580 0.281 1.578
H 0.805 0.138 -1.387
H 0.181 1.280 -0.221
H -0.504 -1.007 1.132
H -0.201 -1.745 -0.376
H -3.384 -2.578 -1.287
O -2.374 -1.269 -5.318
H -2.614 -1.567 -4.433
H -2.525 -1.958 -5.967
O 2.294 3.526 5.647
H 3.188 3.207 5.797
H 2.240 3.984 4.804
*
```

As for the energy above the lowest of the compared OMol25 structures with the same formula, charge and spin: 77.22 kJ/mol. The calculation puts the LUMO energy at 0.0160 hartree. Its SMILES is CCCSS.O.O. The calculation puts the highest occupied orbital energy at -9.12 eV.



Record 6
DFT (wB97M-V/def2-TZVPD) results for an isolated molecule of C19H24N2O4S.

```
! wB97M-V def2-TZVPD RIJCOSX def2/J DEFGRID3
* xyz 0 1
C 1.335 3.077 0.393
C 0.129 2.663 -0.449
N -0.302 1.308 -0.207
C -1.013 0.992 1.005
C -2.521 1.261 0.859
O -3.146 1.913 1.672
N -3.037 0.712 -0.248
C -4.434 0.797 -0.591
C -5.180 -0.545 -0.435
C -4.959 -1.192 0.938
C -3.783 -2.142 0.695
C -3.803 -2.379 -0.824
O -4.761 -1.496 -1.391
S 0.193 0.093 -1.206
O -0.744 -0.987 -1.031
O 0.371 0.642 -2.516
C 1.785 -0.418 -0.572
C 1.840 -1.344 0.477
C 3.053 -1.688 1.006
C 4.246 -1.120 0.508
C 5.510 -1.455 1.035
C 6.650 -0.897 0.527
C 6.580 0.023 -0.532
C 5.371 0.371 -1.067
C 4.177 -0.188 -0.565
C 2.912 0.148 -1.090
H 1.088 3.070 1.452
H 1.638 4.084 0.121
H 2.171 2.401 0.226
H -0.712 3.336 -0.255
H 0.374 2.709 -1.511
H -0.630 1.571 1.849
H -0.872 -0.071 1.211
H -2.443 0.123 -0.818
H -4.885 1.540 0.072
H -4.530 1.124 -1.630
H -6.240 -0.347 -0.633
H -5.848 -1.753 1.227
H -4.747 -0.448 1.702
H -2.841 -1.681 0.989
H -3.894 -3.074 1.246
H -4.116 -3.397 -1.078
H -2.817 -2.196 -1.266
H 0.921 -1.784 0.827
H 3.116 -2.405 1.812
H 5.561 -2.164 1.849
H 7.614 -1.159 0.936
H 7.491 0.453 -0.921
H 5.309 1.076 -1.882
H 2.825 0.842 -1.912
*
```

As for the energy above the lowest of the compared OMol25 structures with the same formula, charge and spin: 123.81 kJ/mol. The calculation puts the LUMO energy at -0.0045 hartree. Its SMILES is CCN(CC(=O)NC[C@@H]1CCCO1)S(=O)(=O)c1ccc2ccccc2c1. The calculation puts the highest occupied orbital energy at -8.84 eV.



Number 1: energy -7299.64995 eV. Number 2: energy -50123.03617 eV. Number 3: energy -5787.19973 eV. Number 4: energy -107045.12071 eV. Number 5: energy -29070.87043 eV. Number 6: energy -42098.26211 eV.